{
  "formula": "CClIN2O4",
  "method": "wB97M-V/def2-TZVPD",
  "species": ["C", "N", "N", "O", "O", "O", "O", "Cl", "I"],
  "xyz": [[0.45, 0.31, -0.52], [-0.02, -1.12, -0.57], [-0.05, 1.03, 0.80], [-1.19, -1.12, -0.47], [-0.05, 2.23, 0.83], [0.73, -2.03, -0.59], [-0.33, 0.26, 1.67], [0.13, 1.14, -1.96], [3.03, -0.01, 0.03]],
  "mulliken_charge": [-0.043, 0.921, 0.978, -0.465, -0.510, -0.504, -0.491, -0.053, 0.169],
  "gap_ev": [7.40, 7.40],
  "lumo_ev": [-2.9, -2.9],
  "relative_energy_ev": 0.687,
  "total_charge": 0,
  "e_homo_ha": [-0.3794, -0.3794],
  "fmax_ev_per_a": 3.33,
  "smiles": "O=[N+]([O-])C(Cl)(I)[N+](=O)[O-]"
}

{
  "formula": "C42H96O38P2S3",
  "method": "wB97M-V/def2-TZVPD",
  "species": ["C", "C", "O", "P", "O", "O", "C", "C", "O", "C", "C", "H", "H", "H", "H", "H", "H", "H", "H", "H", "H", "H", "H", "H", "H", "H", "C", "C", "O", "P", "O", "O", "C", "C", "O", "C", "C", "H", "H", "H", "H", "H", "H", "H", "H", "H", "H", "H", "H", "H", "H", "H", "O", "S", "O", "O", "C", "C", "C", "H", "H", "H", "H", "H", "H", "H", "H", "O", "S", "O", "O", "C", "C", "C", "H", "H", "H", "H", "H", "H", "H", "H", "O", "S", "O", "O", "C", "C", "C", "H", "H", "H", "H", "H", "H", "H", "H", "C", "O", "C", "O", "O", "C", "H", "H", "H", "H", "H", "H", "C", "O", "C", "O", "O", "C", "H", "H", "H", "H", "H", "H", "C", "O", "C", "O", "O", "C", "H", "H", "H", "H", "H", "H", "C", "O", "C", "O", "O", "C", "H", "H", "H", "H", "H", "H", "C", "O", "C", "O", "O", "C", "H", "H", "H", "H", "H", "H", "C", "O", "C", "O", "O", "C", "H", "H", "H", "H", "H", "H", "C", "O", "C", "O", "O", "C", "H", "H", "H", "H", "H", "H"],
  "xyz": [[-17.54, 27.66, -0.05], [-16.78, 28.62, -0.97], [-17.05, 28.29, -2.29], [-15.98, 27.82, -3.31], [-16.51, 26.84, -4.27], [-14.72, 27.34, -2.59], [-14.41, 25.88, -2.34], [-14.76, 25.52, -0.97], [-15.55, 29.28, -3.81], [-14.33, 29.62, -4.51], [-13.35, 30.34, -3.56], [-18.67, 27.91, 0.06], [-17.35, 26.68, -0.36], [-17.08, 27.60, 0.98], [-17.14, 29.66, -0.79], [-15.70, 28.59, -0.81], [-15.07, 25.33, -3.05], [-13.37, 25.84, -2.58], [-14.27, 26.13, -0.25], [-15.81, 25.50, -0.87], [-14.51, 24.47, -0.94], [-13.86, 28.76, -5.03], [-14.78, 30.31, -5.24], [-13.23, 29.74, -2.70], [-12.34, 30.43, -3.93], [-13.78, 31.34, -3.27], [-22.10, 19.07, 3.37], [-22.31, 17.85, 4.23], [-21.28, 17.64, 5.26], [-20.75, 18.82, 6.23], [-19.96, 19.95, 5.74], [-22.17, 19.23, 6.85], [-22.68, 20.62, 6.75], [-22.19, 21.48, 7.89], [-19.96, 18.03, 7.32], [-20.36, 16.76, 7.86], [-19.29, 16.28, 8.79], [-21.11, 19.13, 2.84], [-22.81, 19.12, 2.53], [-22.17, 20.03, 3.92], [-23.34, 17.94, 4.71], [-22.30, 16.95, 3.59], [-22.24, 21.09, 5.83], [-23.81, 20.51, 6.58], [-22.79, 21.36, 8.73], [-21.12, 21.24, 8.05], [-22.19, 22.54, 7.58], [-21.34, 16.87, 8.25], [-20.53, 16.21, 6.93], [-19.38, 15.25, 9.05], [-18.33, 16.46, 8.45], [-19.24, 16.96, 9.62], [-18.72, 22.36, 3.70], [-18.77, 23.55, 4.44], [-17.53, 24.32, 4.53], [-19.93, 24.48, 3.98], [-19.86, 24.90, 2.55], [-20.33, 26.35, 2.32], [-19.34, 23.21, 6.06], [-20.32, 24.16, 1.91], [-18.74, 25.00, 2.32], [-20.25, 26.44, 1.21], [-19.60, 27.07, 2.79], [-21.38, 26.52, 2.60], [-19.38, 24.11, 6.64], [-18.68, 22.39, 6.41], [-20.29, 22.68, 5.92], [-15.82, 19.07, 4.00], [-15.40, 20.14, 4.82], [-14.14, 20.08, 5.50], [-15.36, 21.44, 3.85], [-14.87, 22.79, 4.29], [-14.70, 23.57, 2.97], [-16.64, 20.61, 5.99], [-13.96, 22.63, 4.85], [-15.62, 23.31, 4.94], [-15.63, 23.70, 2.41], [-13.84, 23.19, 2.39], [-14.40, 24.60, 3.23], [-16.25, 21.56, 6.34], [-16.67, 19.87, 6.77], [-17.56, 20.73, 5.48], [-23.91, 22.66, 0.09], [-24.64, 21.46, 0.42], [-24.97, 21.14, 1.78], [-26.00, 21.56, -0.34], [-26.01, 21.86, -1.74], [-26.98, 20.99, -2.52], [-23.85, 20.01, -0.29], [-25.03, 21.83, -2.17], [-26.35, 22.94, -1.85], [-26.76, 19.93, -2.46], [-26.86, 21.30, -3.55], [-28.00, 21.09, -2.21], [-24.11, 20.03, -1.36], [-24.22, 19.14, 0.19], [-22.76, 20.15, -0.19], [-22.59, 24.96, -1.06], [-23.07, 25.40, 0.27], [-24.42, 25.42, 0.45], [-25.27, 25.42, -0.39], [-24.48, 25.73, 1.73], [-25.86, 26.28, 1.99], [-23.52, 24.77, -1.69], [-22.08, 24.01, -0.81], [-21.90, 25.72, -1.41], [-25.90, 26.51, 3.07], [-26.59, 25.56, 1.75], [-26.21, 27.12, 1.45], [-18.24, 19.56, 1.93], [-18.39, 18.87, 0.67], [-19.57, 18.93, 0.08], [-20.58, 19.42, 0.55], [-19.35, 18.35, -1.10], [-20.48, 18.29, -2.04], [-17.24, 19.41, 2.26], [-18.89, 19.19, 2.75], [-18.39, 20.65, 1.73], [-20.74, 19.30, -2.43], [-21.30, 17.88, -1.53], [-20.30, 17.62, -2.92], [-20.70, 29.27, -3.21], [-20.93, 28.74, -1.92], [-22.19, 28.85, -1.52], [-23.11, 29.20, -2.21], [-22.23, 28.52, -0.23], [-23.55, 28.65, 0.40], [-21.30, 28.88, -4.01], [-19.63, 29.04, -3.39], [-20.83, 30.32, -3.15], [-23.87, 29.68, 0.44], [-23.51, 28.21, 1.36], [-24.32, 28.13, -0.16], [-23.41, 23.32, 4.14], [-22.68, 23.55, 5.37], [-22.66, 24.68, 5.96], [-22.10, 25.01, 6.99], [-23.30, 25.62, 5.19], [-23.46, 26.95, 5.74], [-24.29, 23.95, 4.05], [-23.55, 22.28, 4.09], [-22.67, 23.55, 3.43], [-24.52, 27.05, 6.12], [-23.32, 27.66, 4.93], [-22.81, 27.08, 6.59], [-15.94, 20.80, -1.69], [-15.89, 21.06, -3.06], [-16.23, 22.30, -3.47], [-16.34, 23.20, -2.65], [-16.48, 22.37, -4.78], [-16.97, 23.71, -5.04], [-15.39, 21.60, -1.13], [-15.53, 19.77, -1.62], [-16.99, 20.79, -1.35], [-17.92, 23.83, -4.51], [-17.08, 23.75, -6.16], [-16.34, 24.53, -4.67], [-25.48, 25.66, -3.30], [-25.07, 24.32, -3.40], [-23.99, 24.12, -4.15], [-23.21, 24.97, -4.47], [-23.93, 22.82, -4.56], [-22.71, 22.50, -5.28], [-25.79, 25.98, -4.35], [-24.66, 26.27, -2.87], [-26.25, 25.71, -2.54], [-22.45, 23.24, -5.99], [-22.89, 21.60, -5.82], [-21.89, 22.32, -4.61], [-19.45, 25.55, -3.28], [-19.04, 25.19, -1.93], [-19.31, 23.97, -1.59], [-19.55, 23.05, -2.36], [-19.18, 23.96, -0.26], [-19.22, 22.54, 0.20], [-19.81, 24.67, -3.75], [-18.71, 26.05, -3.85], [-20.29, 26.27, -3.16], [-18.47, 22.47, 0.97], [-19.16, 21.87, -0.61], [-20.12, 22.25, 0.73]],
  "mulliken_charge": [0.401, -0.497, 0.119, 0.211, -0.658, -0.171, 0.499, -0.631, -0.327, -0.323, -1.010, 0.011, -0.727, 0.342, 0.333, 0.370, -0.471, 0.312, 0.455, -0.346, 0.426, 0.317, 0.321, 0.257, 0.378, 0.263, 0.734, -0.468, -0.359, -0.231, 0.699, -0.331, 0.742, -0.891, -0.335, -0.260, -1.472, -0.371, 0.083, -0.374, 0.207, 0.392, -0.553, 0.266, 0.500, 0.179, -0.049, 0.350, 0.336, 0.391, 0.391, 0.369, 0.036, 0.850, -0.779, -0.168, 0.313, -0.651, -0.315, -0.162, 0.144, -0.174, 0.401, 0.077, 0.565, 0.009, -0.265, -0.611, 1.104, -0.691, -0.186, -0.122, -1.089, -0.574, 0.508, 0.131, 0.011, 0.417, 0.443, 0.380, 0.535, -0.270, -0.206, 1.104, -0.755, -0.509, 0.434, -1.525, -0.752, 0.215, -0.023, 0.348, 0.393, 0.347, 0.443, 0.448, -0.018, 1.053, 0.568, -0.648, -0.528, 0.666, -1.057, -0.691, -0.475, 0.041, 0.191, 0.353, 0.371, 0.101, -0.430, 0.691, -0.108, -0.387, -0.616, 0.267, 0.046, -0.103, 0.182, 0.306, 0.264, -0.793, 0.056, 0.703, -0.616, -0.204, -0.693, 0.342, 0.049, 0.428, 0.531, 0.084, 0.199, -0.688, 0.195, 0.636, -0.674, -0.235, -0.886, 0.330, 0.246, 0.249, 0.235, 0.195, 0.453, -0.185, -0.462, 0.610, -0.028, -0.403, -0.021, 0.165, 0.240, -0.005, -0.131, 0.359, 0.039, -0.709, -0.170, 0.967, -0.604, -0.362, -0.751, 0.297, 0.280, 0.195, 0.352, 0.275, 0.262, -0.767, 0.985, 0.332, -0.700, 0.001, -1.472, 0.630, 0.061, -0.263, -0.016, 0.736, 0.452],
  "gap_ev": 10.71,
  "lumo_ev": 0.3,
  "total_charge": 0,
  "e_homo_ha": -0.3827,
  "fmax_ev_per_a": 4.22,
  "smiles": "CCOP(=O)(OCC)OCC.CCOP(=O)(OCC)OCC.CCOS(C)(=O)=O.CCOS(C)(=O)=O.CCOS(C)(=O)=O.COC(=O)OC.COC(=O)OC.COC(=O)OC.COC(=O)OC.COC(=O)OC.COC(=O)OC.COC(=O)OC"
}

{
  "formula": "C6H13PS",
  "method": "wB97M-V/def2-TZVPD",
  "species": ["C", "C", "C", "C", "C", "C", "P", "S", "H", "H", "H", "H", "H", "H", "H", "H", "H", "H", "H", "H", "H"],
  "xyz": [[1.06, -1.19, -0.62], [1.96, 0.04, -0.59], [-0.02, -1.13, 0.45], [1.19, 1.31, -0.94], [-1.01, 0.02, 0.28], [-2.06, 0.01, 1.38], [-0.18, 1.71, 0.23], [-1.86, -0.18, -1.35], [0.60, -1.28, -1.60], [1.67, -2.08, -0.45], [2.41, 0.14, 0.40], [2.77, -0.09, -1.31], [-0.59, -2.07, 0.44], [0.44, -1.04, 1.44], [1.86, 2.18, -0.96], [0.74, 1.22, -1.94], [-2.75, 0.84, 1.27], [-1.57, 0.10, 2.35], [-2.62, -0.92, 1.36], [0.57, 1.48, 1.40], [-2.61, 0.92, -1.23]],
  "mulliken_charge": [-0.629, -0.568, -0.972, -0.784, 0.556, -1.832, 0.052, -0.135, 0.322, 0.331, 0.306, 0.338, 0.412, 0.362, 0.393, 0.337, 0.507, 0.389, 0.427, 0.016, 0.172],
  "gap_ev": [4.76, 6.29],
  "s2": 2.00,
  "lumo_ev": [0.8, -2.8],
  "total_charge": 0,
  "e_homo_ha": [-0.1455, -0.3323],
  "multiplicity": 3,
  "fmax_ev_per_a": 4.11
}

{
  "formula": "C26H35F6N4OsP",
  "method": "wB97M-V/def2-TZVPD",
  "species": ["Os", "C", "C", "C", "C", "C", "C", "C", "C", "C", "C", "C", "C", "N", "C", "C", "C", "C", "C", "N", "C", "C", "C", "C", "H", "H", "H", "H", "H", "H", "H", "H", "H", "H", "H", "H", "H", "H", "H", "H", "H", "H", "H", "H", "H", "H", "H", "H", "H", "H", "H", "H", "H", "N", "C", "C", "C", "C", "C", "N", "H", "H", "H", "H", "H", "H", "F", "P", "F", "F", "F", "F", "F"],
  "xyz": [[0.35, 0.75, -0.20], [1.09, -2.78, -1.58], [-0.27, -3.42, -1.82], [-0.51, -4.62, -0.87], [-1.49, -2.54, -1.78], [-2.57, -3.01, -2.60], [-3.79, -2.38, -2.66], [-3.99, -1.26, -1.87], [-2.98, -0.76, -1.00], [-3.39, 0.38, -0.12], [-3.75, 1.61, -0.97], [-4.57, -0.06, 0.76], [-1.71, -1.39, -1.00], [-0.67, -0.94, -0.10], [-0.53, -1.58, 1.08], [0.43, -1.13, 1.88], [0.92, -1.43, 3.14], [1.87, -0.48, 3.45], [1.96, 0.46, 2.38], [1.12, 0.04, 1.41], [2.84, 1.67, 2.39], [2.59, 2.42, 3.71], [4.30, 1.16, 2.37], [2.59, 2.62, 1.23], [1.85, -3.55, -1.73], [1.22, -2.40, -0.57], [1.29, -1.99, -2.31], [-0.26, -3.83, -2.83], [-0.35, -4.33, 0.17], [0.20, -5.41, -1.11], [-1.52, -5.03, -0.96], [-2.39, -3.90, -3.18], [-4.58, -2.75, -3.30], [-4.95, -0.76, -1.88], [-2.57, 0.65, 0.55], [-4.52, 1.39, -1.71], [-2.89, 2.01, -1.49], [-4.15, 2.39, -0.32], [-5.49, -0.14, 0.18], [-4.73, 0.71, 1.51], [-4.39, -1.01, 1.26], [-1.18, -2.42, 1.31], [0.61, -2.27, 3.75], [2.45, -0.41, 4.36], [2.88, 1.84, 4.59], [1.54, 2.72, 3.81], [3.20, 3.33, 3.71], [4.52, 0.51, 3.21], [4.97, 2.03, 2.43], [4.53, 0.63, 1.44], [1.59, 3.05, 1.26], [2.78, 2.15, 0.25], [3.29, 3.45, 1.30], [0.15, 1.49, -2.60], [1.38, 0.79, -2.73], [2.06, 0.47, -3.88], [3.29, -0.17, -3.75], [3.79, -0.48, -2.49], [3.02, -0.20, -1.38], [1.83, 0.40, -1.53], [-0.34, 1.70, -3.47], [0.19, 2.32, -2.02], [1.66, 0.76, -4.85], [3.87, -0.40, -4.63], [4.75, -0.96, -2.37], [3.31, -0.47, -0.37], [-0.28, 2.57, 0.00], [-1.92, 3.72, 2.54], [-3.41, 3.18, 2.60], [-1.42, 2.22, 2.58], [-2.12, 4.52, 3.82], [-2.20, 4.37, 1.17], [-0.40, 4.17, 2.46]],
  "mulliken_charge": [1.480, -1.143, 0.278, -1.387, 0.595, -0.900, -1.597, -0.699, 0.962, 1.069, -1.323, -1.561, -0.636, 0.837, -0.163, -0.062, -1.833, -0.786, -0.450, 0.525, 2.565, -1.642, -1.613, -1.577, 0.515, 0.295, 0.105, 0.732, 0.324, 0.433, 0.439, 0.566, 0.462, 0.484, -0.332, 0.414, 0.199, 0.451, 0.387, 0.448, 0.389, 0.871, 0.591, 0.646, 0.432, 0.292, 0.469, 0.426, 0.477, 0.280, 0.217, 0.253, 0.608, -0.354, 0.431, -0.957, -0.326, -0.934, -0.022, 0.456, 0.303, 0.198, 0.511, 0.497, 0.504, 0.505, -0.543, 1.153, -0.372, -0.155, -0.187, -0.156, -0.360],
  "gap_ev": [6.12, 5.07],
  "s2": 0.78,
  "lumo_ev": [-11.5, -12.6],
  "relative_energy_ev": 0.000,
  "total_charge": 3,
  "e_homo_ha": [-0.6485, -0.6481],
  "multiplicity": 2,
  "fmax_ev_per_a": 2.46
}